Entry 1:
Here is a cluster of 13 separate species, C31H68O31 in total in a non-equilibrium geometry from the Open Molecules 2025 dataset. Energies are from ωB97M-V/def2-TZVPD.

Each line ends with the Mulliken charge.
Element x y z (Å)
H 0.3427 -1.9165 0.3342  0.013
H -1.7474 2.8627 2.8897  0.188
O -0.1343 6.0967 2.2868  -0.497
O 2.5089 -3.4767 1.2249  -0.626
O -0.8906 0.0146 2.3326  -0.492
H -1.5397 -2.5236 -1.0517  0.192
H -1.9295 -2.4885 3.8677  0.493
H 1.1930 4.6841 -1.4469  0.131
O -1.4080 -2.6914 1.9451  0.497
H -0.4865 -3.7964 -3.6981  0.069
C 3.5371 1.8796 -2.8709  -0.566
H 0.2658 -5.2149 -1.6015  0.309
O 2.9480 1.5205 4.2718  -0.618
C -5.3722 1.4086 -0.5042  -0.142
H -4.9169 -3.7143 -1.8617  0.378
O -4.5248 0.6847 0.4150  0.060
H 4.8461 2.0722 3.7111  0.356
H 0.4827 5.2774 0.1449  0.095
H 6.3752 -3.1860 0.8949  0.256
H -6.4973 2.9325 0.5954  0.389
H 1.5598 7.2011 2.6882  0.367
C -1.4786 -3.2516 3.2661  -0.642
H -0.4322 -4.2470 4.7957  0.380
H -0.0743 -4.0195 -5.4410  0.370
H 0.6994 0.7780 3.4255  -0.320
H 2.6824 1.5422 -3.3837  0.100
O 3.0338 -2.0764 -3.6598  -0.574
H 2.9662 5.3055 3.2581  0.514
O 3.8847 -2.5391 -0.2932  -0.196
O 5.1514 0.7435 1.5057  -0.658
C 3.8968 1.7896 3.3027  -0.061
H 3.2361 0.0443 2.1087  -0.420
C -0.1321 -3.7007 3.8645  -0.556
H -1.2233 -1.7644 2.0903  -0.044
O -1.7213 -0.6030 -1.9154  -0.769
C 3.5188 -2.9078 0.9700  0.423
H 0.8266 -1.5351 -1.3236  -0.419
C -1.7528 3.6274 -1.0131  0.397
O 0.3697 0.1064 -0.2245  1.018
H 2.0481 0.6286 -0.5681  -0.217
O -0.7874 -6.6924 1.2085  -0.616
H -3.1638 3.3421 -5.4988  0.342
O 4.5215 -2.6283 1.8316  -0.370
H 0.8633 6.4814 4.0286  0.363
H 6.2444 -1.5516 1.6159  0.357
C -4.0983 1.4612 1.4105  0.125
C 4.1424 0.4972 2.5472  0.287
C 5.1693 -1.7722 -0.2155  0.398
H -0.5039 -5.9082 1.7577  0.360
H 2.1265 5.0013 1.7075  0.014
H 4.4474 1.7928 -3.5311  0.420
H 0.5932 3.7788 3.1882  0.155
H -1.6638 1.4885 -5.9220  0.332
H 4.9116 -0.7055 -0.1613  -0.373
H 0.5625 -2.8091 4.0370  0.217
H -4.7976 1.5462 -1.4398  0.149
H -3.6687 -2.4391 -1.5384  -0.117
C -6.4327 -2.0063 -0.1112  0.690
H -0.5825 4.3562 -4.3976  0.368
H -0.1713 -7.4962 -0.6232  0.331
O -1.6667 -5.1086 -1.0125  -0.540
C 0.3682 3.1141 -0.1512  0.799
O -0.8930 4.6131 -1.3744  -0.422
H 2.3506 2.2794 4.2844  0.426
O 1.0027 -1.3907 -4.2057  -0.174
H -1.9882 -1.3328 0.0026  -0.538
O 3.4355 3.1751 -2.3476  -0.549
C -0.0011 -6.5660 0.0015  -0.725
O 2.9610 1.0721 -0.5705  0.542
H -6.2854 0.8437 -0.5855  0.376
C 1.9305 -2.3127 -4.0268  0.605
C -4.6089 -2.9278 -1.2297  0.226
H -5.2670 3.5624 -0.3768  0.310
H -0.0012 -1.6971 -5.8901  0.322
H -1.2326 0.2373 -1.6397  0.145
H -4.3689 -4.4172 0.4056  0.182
C 1.0796 6.2494 3.0096  -0.922
C -1.5121 2.3640 -5.2535  -0.261
C 0.0782 -3.4702 -4.5478  -0.133
O 1.4672 -3.5245 -4.2875  -0.356
O -2.1813 3.4761 -5.7164  -0.551
O 0.3003 3.8757 -4.3413  -0.408
H 3.0790 3.7244 -3.0375  0.319
H 4.7600 1.0217 -1.3369  0.565
C 0.3934 4.5282 -0.6923  0.123
H -0.3049 -0.4814 4.1571  -0.034
H 0.0257 -4.4839 0.0309  -0.118
O 0.5356 -4.6520 3.0465  -0.457
C -5.5081 2.7402 0.2712  -0.594
H -1.8414 2.0766 -4.1960  0.163
C -0.3324 0.4430 3.5475  0.788
C -0.2943 -5.2596 -0.6930  0.218
C -4.5249 -3.3292 0.2639  0.324
O -4.6732 2.6923 1.3289  -0.376
H 4.6154 1.2386 0.8204  0.212
O -1.0385 2.7306 -0.2819  0.122
H 5.5942 -2.0188 -1.1577  0.448
C -0.1331 -1.9569 -4.8819  -0.191
O -5.8082 -2.8760 0.7543  -0.423
H 1.0873 -6.5234 0.2596  0.307
C 5.7182 -2.3098 1.0490  -0.580
H -0.7867 5.5742 2.7766  0.296
O -5.7958 -2.0190 -1.2692  -0.415
H -1.7737 0.3933 2.1152  0.303
C 1.9951 5.0972 2.8334  0.047
O -7.3383 -1.2577 0.1436  -0.582
H 0.4933 1.8344 -4.7950  -0.170
H -3.7014 -2.8143 0.7922  -0.151
H -0.6529 1.7259 5.2200  0.594
O 1.5688 3.8621 3.3307  -0.197
C -0.0262 2.7772 -5.1748  -0.092
C 3.7660 0.8443 -1.6988  -0.521
H -2.1189 -5.2832 -0.1641  0.385
H 3.6413 -0.1965 -2.0657  0.218
H -1.0421 -1.5376 -4.4379  0.084
H -2.2072 -4.0595 3.1772  0.460
C -1.3236 -1.4796 -0.8456  0.925
O -2.9142 3.6360 -1.2350  -0.517
C -1.0710 1.5614 4.2388  -1.189
H 4.5960 -0.3284 3.1925  0.359
H 3.6127 2.5896 2.6199  -0.071
H 0.3516 2.8401 -6.1988  0.323
O -1.0346 2.8459 3.5280  -0.559
H 0.9806 2.5125 -0.7571  -0.469
H 0.6691 3.0257 0.8668  -0.318
H 0.0978 0.2046 0.6877  -0.447
H -2.1613 1.2282 4.3249  0.275
C 0.1373 -1.2908 -0.5185  -0.148
O -3.2079 1.1671 2.1817  -0.563
H 1.1053 -4.1559 2.5061  0.356

Frontier orbital gap in eV: 10.090
HOMO level in eV: -9.808

***

Entry 2:
Here is a cluster of 7 separate species, C31H69F3N5O7S in total in a non-equilibrium geometry from the Open Molecules 2025 dataset. Energies are from ωB97M-V/def2-TZVPD.

Each line ends with the Mulliken charge.
Element x y z (Å)
H -0.3614 2.0950 4.7982  0.235
H 5.1286 2.8196 5.9299  0.337
H 1.8802 0.0343 4.9778  0.076
F 0.0437 4.8435 3.5538  -0.220
N -2.0146 -0.0102 6.5780  0.047
H 3.5636 -0.6140 4.9120  0.332
H 2.2539 -2.1255 -8.1250  0.342
H -1.9044 -0.4027 -4.8216  0.377
H -6.4152 4.0568 0.0578  0.300
N -4.4523 1.9577 0.0740  0.224
H -6.5004 1.5500 0.7120  0.338
H -3.5290 -1.3149 0.3306  0.512
H 4.3232 1.3272 6.2075  0.377
C 0.7351 0.7868 0.3469  0.684
H -2.8088 0.9106 0.9015  -0.017
O -1.5791 6.3602 0.8877  -0.737
C 2.7637 -0.1219 4.3588  -0.937
H -4.1777 2.5804 3.1143  0.160
H 3.9322 -2.1203 -0.4442  0.476
H 6.9059 1.3909 5.3391  0.440
H -0.8081 -0.6727 1.1280  0.035
C 1.8060 -5.0170 -2.1385  -0.502
H 1.6554 -4.9996 -1.0591  0.303
H 5.9114 0.3210 4.4175  0.268
C 1.4855 -2.8660 -7.9028  -0.793
S -0.5768 5.2938 0.8972  1.182
C -0.8089 4.4457 2.6072  0.392
N 3.7086 2.3030 4.4011  0.111
H -0.3042 -2.3110 -4.6478  0.299
H 2.4775 1.4660 2.9447  0.231
C 3.3777 -3.2030 -2.2107  -0.532
H 2.2451 -2.0178 -0.7085  0.247
H 3.9569 0.6821 2.9378  0.244
H 0.3236 0.4210 -3.3548  0.429
C -0.0701 -1.2474 -4.6024  -0.892
H 4.2729 -3.8210 -2.1407  0.308
H -2.3513 -0.5901 -7.1635  0.391
C 6.0009 1.3606 4.7324  -1.404
H 6.3210 1.9211 3.8541  0.341
F -0.6991 3.1229 2.4471  0.126
H 0.4477 -6.5524 -2.2379  0.453
C 3.2586 1.1461 3.6344  -0.563
H -1.0660 -2.7832 -2.4916  -0.048
H -0.7762 0.3672 -5.7057  0.430
H 0.1464 -0.6582 -7.9823  0.351
C -4.0873 3.0932 0.9742  -0.485
H -5.9939 3.6192 -1.4755  0.389
C -4.7053 3.1967 2.3863  -1.000
C 0.1328 -0.2046 1.4173  -0.482
N 2.1835 -3.7936 -2.8353  1.137
C 4.7434 1.9417 5.4113  -0.310
H -0.4906 -2.0595 -0.9229  0.122
C 3.0221 4.4211 5.5347  -1.385
H 1.3215 -4.0822 -4.7986  0.444
H 2.5760 -5.7683 -2.3143  0.354
C -1.6319 -1.2606 -6.6932  -0.693
H 0.4333 -5.6926 -3.7259  0.275
C -6.5227 3.2068 -0.6161  -1.511
H -4.2464 4.0351 0.4493  0.376
O 0.3774 -2.4324 -7.1224  -0.176
H -2.3065 0.8075 3.4562  0.707
C -1.9797 0.6408 4.4720  -0.217
F -2.0278 4.7564 3.0159  -0.208
H -0.4032 -4.9662 -2.3422  0.164
H 1.7113 3.1590 4.5414  -0.574
H -5.7699 2.9654 2.4220  0.315
C 0.4706 -5.5423 -2.6469  -1.208
H 3.9313 4.5750 6.1160  0.367
H -6.2231 1.2919 -0.9898  0.434
C -5.8956 1.8801 -0.1326  -0.335
H 0.9697 -1.0227 -2.7354  -0.099
H 2.0332 -3.6777 -7.4239  0.127
H -0.8057 -2.0122 -8.6858  0.457
H 3.5827 -4.3497 -5.8695  0.422
N -1.1088 -0.5450 -5.4274  0.045
H 2.3644 -2.8434 -4.5707  0.234
H -4.5722 4.1526 2.8928  0.395
H 3.2267 4.9448 4.6009  0.348
C 3.4623 -4.6911 -4.8413  -1.657
H 3.3059 -5.7647 -4.7362  0.308
H 2.9468 -3.5164 -0.1563  0.349
H -0.2138 0.8212 7.2709  0.456
H -3.5960 -0.6570 5.3631  0.418
H -4.3464 0.4886 1.6434  0.191
H -3.5495 -0.4755 -1.1619  0.001
H 3.6500 -2.3267 -2.7990  0.375
H -2.3559 -0.3870 7.4507  0.217
O 1.9799 0.9298 0.3535  -0.774
O 0.7808 5.8761 0.9261  -0.727
H 4.4654 -4.5618 -4.4350  0.318
C -3.8715 0.7708 0.7038  -0.033
H 1.0667 -3.1771 -8.8599  0.381
C -0.4767 -1.5263 -7.7672  -0.527
H -0.1283 0.2228 2.3854  -0.142
H 2.2145 4.9113 6.0783  0.402
O -0.7664 4.3022 -0.2140  -0.547
C -4.0263 -0.4914 -0.1818  -1.234
H -5.0988 -0.6251 -0.3229  0.408
C -0.9455 1.2632 5.1632  0.019
H 2.4156 -0.8858 3.6636  0.363
H 0.7896 -1.0561 1.5953  0.410
H 0.8339 -1.0904 -5.1908  0.233
H -2.9996 3.1552 1.0099  0.028
H -2.1148 -2.1564 -6.3029  0.369
C 2.2699 -3.8938 -4.2955  -0.649
C -0.8877 0.7049 6.4350  -0.749
H 2.2484 2.2920 5.9352  0.242
H -2.2113 -2.2061 -1.3563  0.364
C -2.6560 -0.1265 5.3994  -1.196
O -1.1261 -0.8047 -2.4894  -0.335
C 2.5984 2.9491 5.1391  0.597
C 3.0938 -2.6873 -0.8485  -1.525
O -0.0847 1.4009 -0.3729  -0.616
C -1.2105 -2.0074 -1.7397  -0.304
C 0.0758 -0.6321 -3.2218  -0.017
H -7.5623 3.1103 -0.9290  0.400

Frontier orbital gap in eV: 4.500
HOMO level in eV: -3.763
Total charge: -1